(1)
75
Properties=species:S:1:pos:R:3 method="wB97M-V/def2-TZVPD" relative_energy_kcal_mol=95.7 homo_ev="-5.22 / -5.17" homo_lumo_gap_ev="4.25 / 4.45" spin_multiplicity=2 charge=-1
Ir 0.58 -0.38 0.00
O -3.00 0.55 -2.19
C -2.10 0.20 -1.46
O -1.10 0.92 -1.11
C -2.14 -1.15 -0.74
C -3.11 -2.13 -0.87
C -3.04 -3.24 -0.05
C -2.11 -3.27 0.98
C -1.20 -2.23 1.08
N -1.18 -1.26 0.17
C -0.25 -1.96 2.25
O -0.28 -2.66 3.24
O 0.42 -0.88 2.12
H -3.89 -2.00 -1.61
H -3.74 -4.06 -0.18
H -2.06 -4.06 1.71
C 2.05 4.06 4.55
C 2.47 4.85 3.49
C 2.12 4.51 2.20
C 1.35 3.38 1.96
C 0.96 2.58 3.02
C 1.30 2.92 4.31
Sb 0.69 2.80 -0.03
C -1.34 3.52 0.05
C -2.03 3.67 1.24
C -3.40 3.91 1.21
C -4.07 3.97 0.00
C -3.37 3.85 -1.19
C -2.00 3.63 -1.16
C 1.46 4.55 -1.11
C 2.41 4.44 -2.11
C 2.81 5.56 -2.82
C 2.25 6.79 -2.53
C 1.32 6.91 -1.51
C 0.91 5.79 -0.81
H 2.32 4.33 5.57
H 3.08 5.72 3.68
H 2.45 5.12 1.37
H 0.41 1.66 2.82
H 0.99 2.29 5.14
H -1.52 3.59 2.19
H -3.94 4.03 2.14
H -5.14 4.10 -0.01
H -3.89 3.89 -2.13
H -1.45 3.50 -2.08
H 2.84 3.47 -2.34
H 3.54 5.46 -3.61
H 2.55 7.67 -3.09
H 0.89 7.88 -1.28
H 0.17 5.88 -0.03
F 0.90 -0.62 -2.23
Te 2.39 -2.35 -1.64
F 2.56 -4.27 -1.56
F 1.11 -3.01 -3.04
F 4.16 -2.59 -0.56
F 3.85 -2.75 -3.21
O 1.33 -2.48 -0.16
C 3.51 -0.48 2.39
C 4.33 -0.21 1.17
C 5.70 -0.23 1.17
C 6.43 0.02 0.02
C 5.77 0.30 -1.17
C 4.40 0.34 -1.24
C 3.67 0.66 -2.50
C 3.62 0.09 -0.05
N 2.34 0.23 -0.06
H 4.14 -0.64 3.26
H 2.90 -1.37 2.22
H 2.82 0.35 2.57
H 6.23 -0.44 2.10
H 7.51 -0.01 0.04
H 6.35 0.49 -2.07
H 4.31 1.17 -3.22
H 2.79 1.26 -2.28
H 3.31 -0.27 -2.97

***

(2)
73
Properties=species:S:1:pos:R:3 method="wB97M-V/def2-TZVPD" relative_energy_kcal_mol=0.1 homo_ev=-2.25 homo_lumo_gap_ev=2.01 spin_multiplicity=1
O 1.54 -2.05 -1.48
C 1.92 -1.44 -2.53
C 2.61 -2.14 -3.57
C 2.96 -3.52 -3.48
H 2.72 -4.08 -2.57
C 3.60 -4.14 -4.55
H 3.87 -5.20 -4.48
C 3.92 -3.42 -5.71
H 4.42 -3.92 -6.54
C 3.58 -2.06 -5.80
H 3.83 -1.51 -6.70
C 2.93 -1.43 -4.75
H 2.64 -0.37 -4.81
H 1.61 -0.40 -2.68
C 2.82 1.74 -1.67
C 1.42 2.30 -1.48
H 3.57 2.47 -1.33
H 3.03 1.49 -2.73
H 2.93 0.82 -1.07
C 1.13 3.31 -0.63
C 2.10 3.94 0.33
H 0.13 3.74 -0.60
H 3.04 4.28 -0.15
H 2.38 3.27 1.16
H 1.63 4.81 0.78
Ga 0.97 -2.39 0.20
Cl 2.73 -2.98 1.31
Cl 0.16 1.60 -2.43
C 0.79 -0.25 2.09
O 0.28 -0.76 1.02
N 0.06 0.47 2.92
C -1.40 0.59 2.80
C 0.63 0.92 4.19
H 1.85 -0.39 2.33
H -1.74 0.41 1.78
H -1.69 1.60 3.12
H -1.90 -0.12 3.49
H 1.72 0.87 4.13
H 0.29 0.29 5.02
H 0.32 1.95 4.39
H -4.53 2.90 -0.15
H -5.02 2.37 -2.74
C -3.47 2.75 -0.42
C -3.93 2.28 -2.81
N -3.34 1.84 -1.55
H -2.92 2.35 0.43
C -2.94 0.57 -1.40
O -2.53 0.07 -0.33
H -3.69 1.53 -3.58
H -2.99 -0.02 -2.33
H -3.07 3.73 -0.71
H -3.52 3.25 -3.10
C -0.62 -3.62 2.47
N -1.83 -3.25 1.74
C -3.02 -3.42 2.55
C -1.85 -3.17 0.39
N -0.70 -3.16 -0.30
N -3.02 -3.09 -0.30
C -4.23 -2.47 0.23
C -3.03 -3.26 -1.74
H -0.58 -3.06 3.41
H 0.31 -3.38 1.91
H -0.61 -4.70 2.69
H -3.52 -2.46 2.74
H -3.72 -4.14 2.10
H -2.72 -3.83 3.52
H -0.84 -3.15 -1.31
H -4.87 -2.22 -0.62
H -4.80 -3.17 0.86
H -4.01 -1.54 0.77
H -2.68 -2.36 -2.27
H -2.42 -4.12 -2.04
H -4.06 -3.45 -2.04

***

(3)
50
Properties=species:S:1:pos:R:3 method="wB97M-V/def2-TZVPD" relative_energy_kcal_mol=58.8 smiles="CCCCC(=O)Nc1nc(-c2ccc(S(=O)(=O)N3CCOCC3)cc2)cs1" homo_ev=-8.53 homo_lumo_gap_ev=8.47 spin_multiplicity=1
C 5.12 -5.81 -1.68
C 3.69 -5.32 -1.52
C 2.69 -6.46 -1.66
C 1.23 -6.01 -1.50
C 0.98 -5.57 -0.08
O 0.94 -6.34 0.84
N 0.81 -4.22 0.20
C 0.78 -3.06 -0.51
N 0.48 -1.95 0.08
C 0.50 -0.87 -0.75
C 0.85 -1.18 -2.04
S 1.15 -2.86 -2.22
H 0.94 -0.54 -2.89
C 0.17 0.44 -0.22
C 0.17 1.58 -1.03
C -0.16 2.81 -0.49
C -0.48 2.91 0.85
C -0.48 1.79 1.67
C -0.15 0.56 1.13
H -0.14 -0.33 1.75
H -0.72 1.91 2.71
S -0.94 4.51 1.50
O -0.03 5.50 1.00
O -1.11 4.40 2.92
N -2.40 4.72 0.69
C -3.52 4.03 1.31
H -3.15 3.08 1.71
C -4.13 4.88 2.44
H -5.05 4.43 2.80
O -4.47 6.17 1.97
C -3.34 6.84 1.47
H -3.69 7.83 1.15
C -2.72 6.07 0.30
H -1.79 6.55 -0.03
H -3.43 6.02 -0.54
H -2.58 6.96 2.26
H -3.40 4.96 3.26
H -4.26 3.85 0.54
H -0.16 3.71 -1.09
H 0.43 1.51 -2.07
H 0.63 -4.06 1.19
H 0.58 -6.86 -1.68
H 1.00 -5.23 -2.22
H 2.80 -6.93 -2.64
H 2.90 -7.22 -0.90
H 3.47 -4.56 -2.28
H 3.57 -4.85 -0.54
H 5.26 -6.26 -2.66
H 5.36 -6.55 -0.92
H 5.82 -4.98 -1.59

***

(4)
102
Properties=species:S:1:pos:R:3 method="wB97M-V/def2-TZVPD" relative_energy_kcal_mol=98.1 homo_ev="-14.21 / -14.68" homo_lumo_gap_ev="3.25 / 3.84" spin_multiplicity=1 charge=+3
Sn 0.30 1.84 -1.00
Br 7.97 1.14 -0.59
C 6.16 1.27 -0.96
C 5.73 1.11 -2.29
C 4.53 1.66 -2.63
C 3.50 1.74 -1.69
O 2.28 1.69 -2.07
C 3.87 1.73 -0.26
C 2.92 1.91 0.77
N 1.64 2.34 0.72
C 1.04 3.00 1.83
C 1.86 3.78 2.66
C 1.24 4.39 3.75
C -0.11 4.26 3.96
C -0.99 3.50 3.11
C -2.33 3.21 3.38
C -3.05 2.46 2.49
C -2.40 1.97 1.31
N -1.14 2.26 1.04
C -0.37 2.95 1.92
C 5.22 1.63 0.04
H 6.45 0.68 -3.02
H 4.29 1.72 -3.68
H 3.33 1.56 1.72
H 2.92 3.89 2.31
H 1.84 4.98 4.43
H -0.55 4.77 4.82
H -2.75 3.62 4.30
H -4.12 2.36 2.50
H -2.93 1.32 0.60
H 5.56 1.75 1.02
C -4.85 1.69 -3.57
C -3.86 2.33 -2.52
O -3.24 1.69 -1.67
N -3.68 3.69 -2.60
C -2.55 4.37 -1.97
C -1.29 4.39 -2.76
C -1.25 4.81 -4.08
C -0.04 5.08 -4.73
C 1.15 4.99 -3.94
C 1.03 4.53 -2.59
N -0.13 4.17 -2.06
H -4.40 0.92 -4.12
H -5.25 2.51 -4.18
H -5.58 1.22 -2.88
H -4.04 4.17 -3.42
H -2.38 3.83 -1.04
H -2.96 5.35 -1.77
H -2.18 5.21 -4.57
H -0.01 5.35 -5.77
H 2.09 5.37 -4.33
H 1.88 4.43 -1.88
C -2.13 -1.59 0.05
P -0.39 -1.20 -0.73
C 0.45 -2.56 0.07
N 1.29 -3.23 -0.71
C 1.77 -4.41 -0.31
C 2.27 -5.33 -1.20
C 2.48 -6.62 -0.78
C 2.15 -7.04 0.53
C 1.96 -6.07 1.49
C 1.61 -4.74 1.12
N 1.13 -3.87 1.96
C 0.48 -2.85 1.47
P -0.18 -1.84 2.83
C 1.34 -1.25 3.75
C -1.11 -3.11 3.87
C -1.86 -4.23 3.12
C -0.15 -3.63 4.90
C -2.30 -2.33 4.57
C -0.83 -1.66 -2.62
C -1.43 -3.11 -2.65
C -1.93 -0.76 -3.26
C 0.52 -1.68 -3.32
H -2.32 -2.66 -0.05
H -2.74 -0.98 -0.61
H -2.18 -1.23 1.09
H 2.54 -5.04 -2.22
H 2.82 -7.32 -1.48
H 2.17 -8.09 0.77
H 1.72 -6.34 2.52
H 1.92 -2.01 4.23
H 1.09 -0.47 4.50
H 2.02 -0.77 3.05
H -1.19 -4.85 2.53
H -2.66 -3.88 2.49
H -2.41 -4.83 3.86
H 0.73 -4.02 4.37
H -0.70 -4.39 5.53
H 0.20 -2.87 5.62
H -3.07 -1.89 3.90
H -1.94 -1.60 5.27
H -2.84 -3.07 5.24
H -2.48 -3.15 -2.29
H -0.80 -3.81 -2.04
H -1.39 -3.57 -3.64
H -2.82 -0.84 -2.65
H -2.23 -1.01 -4.32
H -1.60 0.25 -3.29
H 1.30 -2.22 -2.74
H 0.87 -0.68 -3.53
H 0.48 -2.14 -4.34

***

(5)
29
Properties=species:S:1:pos:R:3 method="wB97M-V/def2-TZVPD" homo_ev="-8.65 / -8.72" homo_lumo_gap_ev="7.40 / 8.22" spin_multiplicity=4
Cr -0.09 0.02 -0.11
S -1.56 -1.69 -0.98
C -1.75 -1.79 0.71
N -0.95 -1.02 1.43
C -1.13 -1.22 2.77
C -0.41 -0.64 3.81
C -0.71 -1.01 5.11
C -1.72 -1.92 5.40
C -2.46 -2.50 4.38
C -2.15 -2.15 3.07
S -2.86 -2.78 1.61
H 0.38 0.06 3.60
H -0.14 -0.58 5.93
H -1.93 -2.19 6.42
H -3.24 -3.21 4.57
Cl 1.39 1.62 1.21
C -0.10 2.48 1.05
C -1.03 1.71 0.37
C -2.26 2.28 0.11
Cl -3.39 1.33 -0.75
C -2.56 3.57 0.54
Cl -4.10 4.25 0.22
C -1.60 4.31 1.23
Cl -1.97 5.89 1.77
C -0.34 3.77 1.49
Cl 0.85 4.66 2.33
S 1.62 1.66 -4.02
C 1.07 1.06 -2.67
N 0.69 0.63 -1.64